1.
This record from OMol25 describes a structure of composition BrClHIN2. The level of theory is ωB97M-V with the def2-TZVPD basis set.

Values from the calculation:
Frontier orbital gap ... 8.678 eV
Highest occupied orbital energy ... -9.5 eV
Relative energy (zero: lowest compared OMol25 entry of this formula, charge and spin) ... 30.8 kJ/mol
Total charge ... 0

Geometry (Å):
1 N 0.420 0.186 -0.841
2 N 0.661 1.365 -0.708
3 Cl 0.427 -0.272 -2.477
4 Br -0.891 -1.285 1.793
5 I 1.329 2.064 1.017
6 H -1.945 -2.058 1.216

Löwdin atomic charge list, values in e, 4 entries: atom 1 (N): -0.635, atom 2 (N): -0.687, atom 3 (Cl): 0.547, atom 4 (Br): 0.287



2.
This record from OMol25 describes a cluster of 2 separate species, C9H9N3O2 in total. The level of theory is ωB97M-V with the def2-TZVPD basis set.

Values from the calculation:
SMILES ... O=c1cc[nH]c(=O)[nH]1.c1ccncc1
Frontier orbital gap ... 8.740 eV
Highest occupied orbital energy ... -8.3 eV
Relative energy (zero: lowest compared OMol25 entry of this formula, charge and spin) ... 501.2 kJ/mol
Total charge ... 0

Geometry (Å):
1 O 1.082 -1.526 1.180
2 C 0.169 -1.717 0.451
3 C 0.266 -1.343 -0.921
4 C -0.757 -1.433 -1.658
5 N -1.989 -1.832 -1.020
6 C -2.161 -2.233 0.209
7 O -3.310 -2.516 0.610
8 N -1.051 -2.401 0.972
9 H 1.477 -1.294 -1.030
10 H -0.875 -1.461 -2.818
11 H -2.654 -2.162 -1.722
12 H -1.013 -2.713 1.913
13 C 1.133 3.162 0.964
14 C 0.432 3.138 -0.303
15 C 0.368 1.834 -0.872
16 N 0.908 0.678 -0.505
17 C 1.559 0.755 0.601
18 C 1.525 1.908 1.440
19 H 1.381 4.096 1.419
20 H -0.045 3.951 -0.676
21 H -0.185 1.626 -1.905
22 H 1.846 -0.201 1.171
23 H 1.894 1.684 2.498

Löwdin atomic charge list, values in e, 4 entries: atom 1 (O): 0.052, atom 2 (C): -0.389, atom 3 (C): -0.119, atom 4 (C): -0.073



3.
This record from OMol25 describes a cluster of 8 separate species, C15H42Cl4O14 in total. The level of theory is ωB97M-V with the def2-TZVPD basis set.

Values from the calculation:
SMILES ... ClC(Cl)(Cl)Cl.OCCO.OCCO.OCCO.OCCO.OCCO.OCCO.OCCO
Frontier orbital gap ... 10.171 eV
Highest occupied orbital energy ... -10.0 eV
Relative energy (zero: lowest compared OMol25 entry of this formula, charge and spin) ... 55.4 kJ/mol
Total charge ... 0

Geometry (Å):
1 Cl -0.471 -16.219 11.163
2 C -0.667 -16.441 9.394
3 Cl 0.112 -15.151 8.477
4 Cl 0.167 -17.901 8.924
5 Cl -2.356 -16.576 8.865
6 O 4.509 -14.469 9.820
7 C 3.445 -14.986 9.039
8 C 3.926 -16.010 8.021
9 O 4.162 -17.265 8.587
10 H 4.202 -14.503 10.729
11 H 2.637 -15.402 9.640
12 H 2.989 -14.219 8.414
13 H 4.726 -15.610 7.397
14 H 3.141 -16.283 7.316
15 H 4.861 -17.786 8.186
16 O 2.179 -21.963 9.176
17 C 1.824 -20.783 8.519
18 C 2.998 -20.417 7.538
19 O 3.074 -21.209 6.340
20 H 1.557 -22.245 9.851
21 H 0.888 -20.995 8.003
22 H 1.722 -19.988 9.258
23 H 3.949 -20.473 8.068
24 H 2.968 -19.355 7.296
25 H 3.729 -20.750 5.809
26 O -4.595 -20.837 7.128
27 C -3.399 -20.190 7.608
28 C -2.195 -19.867 6.647
29 O -2.476 -18.633 5.911
30 H -4.318 -21.756 7.101
31 H -3.675 -19.234 8.052
32 H -2.994 -20.799 8.417
33 H -1.980 -20.649 5.919
34 H -1.253 -19.723 7.175
35 H -3.410 -18.626 5.690
36 O 3.078 -20.851 12.112
37 C 3.607 -19.601 11.599
38 C 2.559 -18.486 11.566
39 O 2.199 -18.225 12.928
40 H 3.768 -21.511 12.205
41 H 4.477 -19.342 12.202
42 H 3.985 -19.744 10.587
43 H 1.604 -18.772 11.126
44 H 2.924 -17.588 11.068
45 H 1.648 -18.947 13.238
46 O -5.032 -14.440 5.105
47 C -4.847 -15.248 6.259
48 C -5.657 -16.567 6.244
49 O -5.039 -17.400 5.352
50 H -4.903 -15.039 4.366
51 H -3.817 -15.546 6.460
52 H -5.063 -14.712 7.183
53 H -6.652 -16.425 5.823
54 H -5.767 -17.048 7.216
55 H -5.638 -18.150 5.353
56 O 0.143 -16.649 16.999
57 C 0.375 -16.848 15.664
58 C -0.572 -15.786 15.013
59 O -0.229 -14.398 15.379
60 H 0.379 -15.734 17.167
61 H 1.434 -16.738 15.432
62 H 0.044 -17.863 15.443
63 H -1.614 -15.852 15.325
64 H -0.524 -15.868 13.927
65 H -0.883 -13.745 15.120
66 O 0.253 -12.288 10.352
67 C -0.775 -12.122 11.357
68 C -2.157 -12.127 10.727
69 O -2.449 -13.298 9.864
70 H 1.091 -12.303 10.820
71 H -0.775 -12.953 12.063
72 H -0.564 -11.203 11.905
73 H -2.332 -11.150 10.277
74 H -2.992 -12.156 11.427
75 H -1.790 -13.273 9.166

Löwdin atomic charge list, values in e, 4 entries: atom 1 (Cl): 0.573, atom 2 (C): -1.965, atom 3 (Cl): 0.603, atom 4 (Cl): 0.601



4.
This record from OMol25 describes a structure of composition C2H2AgBr4Cl3. The level of theory is ωB97M-V with the def2-TZVPD basis set.

Values from the calculation:
Multiplicity ... 2
Frontier orbital gap (alpha / beta) ... 7.872 / 2.924 eV
Highest occupied orbital energy (alpha / beta) ... -13.0 / -12.8 eV
Relative energy (zero: lowest compared OMol25 entry of this formula, charge and spin) ... 92.8 kJ/mol
Total charge ... +1

Geometry (Å):
1 Ag -15.551 6.793 6.403
2 Br -16.832 5.029 4.618
3 C -17.631 5.112 0.748
4 Br -18.326 3.215 0.733
5 Br -19.096 6.428 0.366
6 Br -16.242 5.103 -0.621
7 H -17.255 5.410 1.727
8 C -15.458 1.573 5.514
9 Cl -16.927 0.696 6.109
10 Cl -14.385 0.417 4.806
11 Cl -14.666 2.309 6.919
12 H -15.617 2.290 4.709

Löwdin atomic charge list, values in e, 4 entries: atom 1 (Ag): 0.638, atom 2 (Br): -0.212, atom 3 (C): -1.445, atom 4 (Br): 0.795



5.
This record from OMol25 describes a structure of composition C20H26AsF5MnN4OS2Se. The level of theory is ωB97M-V with the def2-TZVPD basis set.

Values from the calculation:
Multiplicity ... 5
Frontier orbital gap (alpha / beta) ... 5.958 / 8.642 eV
Highest occupied orbital energy (alpha / beta) ... -10.8 / -11.1 eV
Relative energy (zero: lowest compared OMol25 entry of this formula, charge and spin) ... 44.8 kJ/mol
Total charge ... +1

Geometry (Å):
1 Mn 0.426 -0.652 -0.068
2 C -3.669 -2.619 -2.809
3 C -2.790 -3.278 -1.817
4 N -2.999 -4.390 -1.198
5 N -1.906 -4.559 -0.391
6 C -1.008 -3.577 -0.492
7 S 0.499 -3.351 0.191
8 N -1.579 -2.737 -1.398
9 N -0.944 -1.568 -1.786
10 H -4.555 -3.229 -2.960
11 H -3.154 -2.501 -3.764
12 H -3.980 -1.636 -2.452
13 H -1.825 -5.383 0.181
14 H -1.635 -0.832 -1.904
15 H -0.445 -1.694 -2.661
16 Se -1.652 -0.700 1.328
17 C -1.985 1.130 1.797
18 C -3.217 1.711 1.520
19 C -3.496 3.003 1.952
20 C -2.549 3.723 2.662
21 C -1.314 3.148 2.940
22 C -1.034 1.861 2.508
23 H -3.963 1.141 0.979
24 H -4.463 3.441 1.743
25 H -2.774 4.723 3.007
26 H -0.571 3.701 3.501
27 H -0.072 1.419 2.719
28 C -1.694 2.238 -1.936
29 S -0.018 2.452 -1.359
30 C -0.267 3.941 -0.413
31 O 0.185 1.398 -0.275
32 H -1.977 3.123 -2.505
33 H -2.342 2.095 -1.072
34 H -1.704 1.373 -2.597
35 H -0.466 4.745 -1.123
36 H 0.660 4.145 0.119
37 H -1.094 3.802 0.281
38 F 3.789 -1.211 -0.152
39 C 3.337 -0.765 -1.344
40 C 1.985 -0.548 -1.537
41 C 1.693 -0.058 -2.797
42 F 0.391 0.229 -3.141
43 C 2.615 0.192 -3.797
44 F 2.231 0.664 -4.981
45 C 3.950 -0.056 -3.542
46 F 4.868 0.169 -4.472
47 C 4.313 -0.540 -2.298
48 F 5.596 -0.774 -2.035
49 C 3.039 0.588 2.404
50 As 1.865 -0.933 2.111
51 C 0.918 -1.091 3.797
52 C 3.037 -2.458 2.364
53 H 3.766 0.378 3.189
54 H 2.453 1.461 2.687
55 H 3.566 0.799 1.476
56 H 1.633 -1.167 4.615
57 H 0.315 -1.998 3.745
58 H 0.253 -0.249 3.965
59 H 3.568 -2.309 3.304
60 H 3.742 -2.555 1.548
61 H 2.447 -3.371 2.442

Löwdin atomic charge list, values in e, 4 entries: atom 1 (Mn): 0.352, atom 2 (C): 0.012, atom 3 (C): -0.312, atom 4 (N): 0.149



6.
This record from OMol25 describes a structure of composition C25H53BClNP2Si2Sn. The level of theory is ωB97M-V with the def2-TZVPD basis set.

Values from the calculation:
Frontier orbital gap (alpha / beta) ... 4.608 / 4.600 eV
Highest occupied orbital energy (alpha / beta) ... -7.1 / -7.1 eV
Total charge ... 0

Geometry (Å):
1 Sn -0.300 0.046 0.228
2 C 2.155 -0.145 -1.677
3 C 1.392 -1.324 -1.812
4 C 0.088 -0.910 -2.280
5 Si 2.052 -2.997 -1.285
6 C 0.085 0.500 -2.401
7 C 1.391 0.992 -2.016
8 Si 2.050 2.732 -1.792
9 H 3.168 -0.110 -1.275
10 H -0.693 -1.590 -2.627
11 H -0.692 1.105 -2.872
12 Cl -4.983 0.168 1.940
13 C 3.907 2.660 -1.683
14 C 1.520 3.800 -3.220
15 C 3.911 -2.899 -1.182
16 C 1.534 -4.299 -2.511
17 H 2.171 3.565 -4.069
18 H 1.639 4.864 -2.992
19 H 0.490 3.631 -3.537
20 H 4.229 2.138 -0.777
21 H 4.334 3.668 -1.668
22 H 4.309 2.126 -2.550
23 H 2.165 -4.192 -3.400
24 H 0.494 -4.213 -2.831
25 H 1.686 -5.307 -2.112
26 H 4.317 -2.523 -2.128
27 H 4.343 -3.886 -0.986
28 H 4.225 -2.223 -0.381
29 C 1.382 3.400 -0.131
30 C 1.371 -3.371 0.460
31 P -0.276 2.790 0.299
32 H 1.401 4.501 -0.141
33 H 2.071 3.069 0.662
34 P -0.292 -2.702 0.758
35 H 2.060 -2.909 1.185
36 H 1.398 -4.456 0.639
37 C -0.893 -3.357 2.411
38 C -1.381 -3.710 -0.384
39 C -1.375 3.586 -1.005
40 C -0.849 3.624 1.876
41 C -0.766 2.691 3.073
42 H -1.914 3.840 1.714
43 C -0.083 4.900 2.236
44 H 0.971 4.677 2.435
45 H -0.509 5.297 3.167
46 H -0.126 5.686 1.477
47 H -1.340 1.757 2.919
48 H -1.032 3.166 4.036
49 H 0.288 2.452 3.212
50 H -0.945 3.298 -1.979
51 C -1.367 5.122 -0.925
52 C -2.813 3.041 -0.938
53 H -0.358 5.560 -0.931
54 H -1.894 5.471 -0.025
55 H -1.899 5.521 -1.804
56 H -2.889 1.992 -1.259
57 H -3.458 3.640 -1.601
58 H -3.225 3.102 0.080
59 H -0.959 -3.597 -1.395
60 C -2.818 -3.158 -0.400
61 C -1.371 -5.206 -0.032
62 H -0.363 -5.639 0.036
63 H -1.908 -5.757 -0.820
64 H -1.891 -5.391 0.918
65 H -2.892 -2.171 -0.878
66 H -3.228 -3.057 0.616
67 H -3.467 -3.850 -0.958
68 C -0.799 -2.277 3.478
69 C -0.108 -4.525 3.003
70 H -1.978 -3.594 2.280
71 H 0.932 -4.216 3.154
72 H -0.112 -5.450 2.420
73 H -0.516 -4.716 4.005
74 H 0.261 -1.995 3.648
75 H -1.105 -2.641 4.489
76 H -1.297 -1.358 3.190
77 C -2.455 0.071 0.687
78 H -3.099 -0.002 -0.190
79 H -2.597 -0.786 1.344
80 H -2.610 1.020 1.197
81 B 0.168 0.217 4.870
82 C 0.767 0.234 3.404
83 N 0.952 0.173 2.223
84 H 1.051 -0.440 5.379
85 H -0.911 -0.287 5.159
86 H 0.110 1.342 5.303

Löwdin atomic charge list, values in e, 4 entries: atom 1 (Sn): 1.200, atom 2 (C): -0.184, atom 3 (C): -0.348, atom 4 (C): -0.218